Entry 1:
The following is a DFT calculation (ωB97M-V with the def2-TZVPD basis set) of C13H21BN4O3ReS2 as an isolated structure.

Structure (XYZ):
```
45
Properties=species:S:1:pos:R:3:forces:R:3:mulliken_spin:R:1
Re -0.98779 -0.59388 -0.51998 -0.292 0.480 -0.141 0.916
C -1.40220 2.64829 2.54446 -0.145 0.068 0.042 -0.003
N -0.10227 2.01283 2.37076 0.115 -0.106 -0.031 -0.003
C 1.10350 2.62391 2.58391 0.042 0.023 0.016 -0.001
C 2.06144 1.67515 2.41283 0.013 0.024 0.027 -0.001
N 1.45181 0.48312 2.11465 -0.194 0.160 -0.058 -0.003
B 2.35426 -0.83018 2.17963 -0.004 0.029 -0.025 0.009
N 1.92102 -2.06095 1.29384 -0.101 -0.147 -0.181 -0.010
C 2.13679 -3.32546 1.78281 -0.004 -0.064 0.000 -0.001
C 1.97733 -4.21549 0.76807 -0.005 -0.028 0.078 -0.002
N 1.65615 -3.49055 -0.34668 0.062 0.121 0.065 -0.001
C 1.39654 -4.03094 -1.67520 -0.063 -0.046 -0.129 0.000
C 1.63074 -2.19511 -0.00170 0.001 0.013 0.045 0.002
S 1.15356 -0.88356 -1.06788 0.143 -0.150 -0.017 0.004
C 0.14099 0.71923 2.08790 -0.036 -0.083 -0.063 0.026
S -1.09224 -0.46721 1.66861 0.160 -0.007 0.425 0.021
H -1.38005 3.64043 2.10037 0.016 -0.011 -0.012 0.000
H -1.63144 2.73511 3.60511 0.003 -0.009 -0.013 0.000
H -2.16962 2.04785 2.06341 0.005 0.016 -0.004 0.001
H 1.17446 3.66434 2.84799 0.018 0.015 0.005 0.000
H 3.13074 1.74382 2.50290 0.013 0.006 0.002 0.000
H 3.43438 -0.47790 1.81606 0.093 0.030 -0.008 0.000
H 2.30711 -1.21138 3.30830 0.043 -0.034 0.087 0.000
H 2.40959 -3.48438 2.81009 0.007 -0.012 0.017 0.000
H 2.06310 -5.28709 0.74381 0.009 -0.016 0.016 0.000
H 1.46082 -5.11320 -1.62237 0.008 0.002 0.006 0.000
H 2.13773 -3.66292 -2.38157 0.000 0.004 0.012 0.000
H 0.39706 -3.74927 -1.99970 0.017 -0.022 0.002 -0.001
C -0.87560 2.93460 -3.07277 -0.008 0.000 -0.015 0.001
C -2.34493 2.56141 -2.85209 0.006 -0.007 0.042 0.000
C -2.33613 2.05367 -1.43250 -0.080 0.108 0.028 0.004
O -1.08413 1.26434 -1.37167 -0.082 -0.149 -0.073 0.043
C -0.09838 1.87094 -2.31144 0.145 0.029 -0.008 0.000
H -0.66503 3.92386 -2.66901 -0.016 -0.002 0.016 0.000
H -0.60732 2.93852 -4.12649 0.024 -0.002 0.004 0.000
H -2.66756 1.77358 -3.53323 0.008 -0.008 -0.008 0.000
H -3.01069 3.41249 -2.97529 -0.010 0.005 0.020 0.000
H -3.15132 1.38787 -1.15910 0.011 0.007 -0.016 -0.004
H -2.22901 2.85873 -0.70416 -0.047 -0.023 0.008 -0.002
H 0.26141 1.06157 -2.94397 -0.022 0.021 0.000 0.002
H 0.71107 2.26025 -1.69734 0.017 -0.021 -0.045 0.001
O -1.53185 -2.62322 -0.39873 -0.025 -0.030 0.044 -0.011
C -2.70320 -2.35415 -0.78875 -0.040 -0.291 -0.060 0.022
O -2.94387 -1.11708 -0.98957 0.181 0.112 -0.103 -0.013
H -3.45696 -3.12201 -0.96434 0.016 -0.007 0.004 0.002
```
Forces are in eV/Å.

The multiplicity is 2. The calculation puts the HOMO energy (alpha / beta) at -0.5569 / -0.5585 Ha. The net charge is +2. For the energy relative to the best compared isomer or geometry (same formula, charge and spin), the calculation gives 0.0 kJ/mol. Its orbital gap (alpha / beta) is 6.784 / 7.067 eV.



Entry 2:
The following is a DFT calculation (ωB97M-V with the def2-TZVPD basis set) of C29H23N4O4Pb as an isolated structure.

Structure (XYZ):
```
61
Properties=species:S:1:pos:R:3:forces:R:3:lowdin_charge:R:1
Pb 0.24504 0.36651 0.04663 0.360 0.026 0.065 1.241
O -3.35893 0.74919 -3.33093 0.009 -0.034 -0.017 0.033
C -2.55491 0.44304 -2.45679 0.069 -0.001 0.089 -0.473
N -1.21584 0.29925 -2.49883 -0.090 -0.128 -0.149 0.060
C -0.55060 0.59976 -3.64153 0.004 0.056 0.105 -0.485
O -0.89370 1.31797 -4.57426 0.012 0.041 0.029 0.036
C 0.85761 0.00135 -3.72446 0.023 0.017 -0.028 -0.218
C 1.67513 0.41652 -4.77581 -0.029 -0.018 0.039 -0.016
C 2.95183 -0.10061 -4.87749 0.016 -0.004 0.000 -0.078
C 3.37780 -1.01971 -3.92815 -0.009 0.018 0.001 -0.083
C 2.49578 -1.37044 -2.91941 0.015 -0.003 0.035 -0.156
N 1.26547 -0.87651 -2.81057 -0.073 -0.061 -0.034 0.080
C -3.14974 0.08579 -1.08772 -0.006 -0.048 -0.019 -0.182
C -4.52842 0.19134 -0.92581 0.016 -0.023 0.004 -0.010
C -5.09215 -0.14938 0.28882 -0.007 0.001 0.003 -0.067
C -4.26648 -0.58837 1.31447 0.016 -0.004 -0.022 -0.057
C -2.90654 -0.65663 1.07453 -0.019 0.009 0.026 -0.151
N -2.35954 -0.33325 -0.09804 0.078 0.169 0.022 0.041
H 1.27642 1.13613 -5.47564 0.009 0.004 -0.006 0.110
H 3.60998 0.20978 -5.68018 -0.001 -0.002 0.000 0.098
H 4.36983 -1.45127 -3.96046 0.000 0.001 -0.006 0.092
H 2.79325 -2.07644 -2.14932 -0.014 -0.010 -0.005 0.103
H -5.10865 0.53645 -1.76894 -0.001 0.006 0.001 0.110
H -6.16236 -0.07054 0.43857 0.001 -0.001 0.003 0.100
H -4.65576 -0.85627 2.28709 -0.011 -0.002 -0.002 0.100
H -2.21475 -0.95924 1.85213 0.000 0.007 0.001 0.102
C -0.03270 -4.04550 1.18110 -0.035 0.011 -0.018 -0.100
C 1.03151 -4.28477 2.03868 0.015 -0.009 0.020 -0.108
C 1.82508 -3.22787 2.44726 -0.019 0.008 0.004 -0.059
C 1.56007 -1.92164 2.01787 -0.049 0.022 0.031 -0.203
C 0.47547 -1.65850 1.16375 -0.127 -0.071 -0.217 -0.257
C -0.29004 -2.75211 0.74940 0.051 -0.049 0.043 -0.148
C 2.43577 -0.80068 2.45433 0.033 0.068 0.085 -0.209
C 3.53981 -1.00355 3.33883 -0.012 0.037 0.018 -0.001
C 4.31824 0.04638 3.70471 0.023 -0.001 0.021 -0.014
C 4.04218 1.34136 3.20596 -0.056 0.017 -0.012 -0.163
C 4.80570 2.48469 3.53004 -0.005 0.010 -0.007 -0.047
C 4.48165 3.70167 2.99972 0.043 0.008 0.028 -0.092
C 3.38145 3.82417 2.12458 -0.041 -0.010 -0.026 -0.070
C 2.62276 2.73485 1.80151 0.044 0.011 0.012 -0.005
C 2.93793 1.46488 2.33954 -0.013 -0.020 -0.001 -0.201
N 2.16587 0.39922 1.99316 -0.041 -0.085 -0.184 0.089
H -0.65559 -4.86561 0.84148 0.008 -0.006 0.005 0.095
H 1.24992 -5.28871 2.38209 -0.002 0.000 -0.002 0.092
H 2.65632 -3.44450 3.10500 0.004 0.008 0.003 0.086
H -1.11018 -2.59414 0.05746 0.004 0.024 -0.008 0.081
H 3.75792 -1.98599 3.72642 -0.009 -0.010 -0.008 0.092
H 5.15572 -0.09270 4.37969 -0.001 -0.013 -0.003 0.113
H 5.64985 2.37807 4.20193 0.003 0.002 -0.002 0.107
H 5.06930 4.57712 3.24538 0.001 -0.004 0.005 0.096
H 3.13949 4.79114 1.70272 -0.009 -0.004 -0.003 0.105
H 1.78088 2.81545 1.12601 -0.006 0.012 -0.007 0.078
C -1.34316 3.01760 1.11267 -0.035 0.018 0.059 -0.124
C -0.89520 1.68436 1.70975 -0.143 0.044 -0.018 -0.575
O -1.16107 1.44634 2.87217 0.074 -0.045 0.039 -0.069
H -1.72347 3.69281 1.88370 -0.010 0.013 -0.015 0.065
H -2.13135 2.80913 0.38048 -0.011 -0.010 0.009 0.065
H -0.52817 3.48477 0.55202 0.012 0.003 0.022 0.046
O 1.43786 3.16100 -2.11658 -0.040 -0.069 -0.001 -0.090
H 0.56900 2.94501 -2.47795 -0.023 0.073 -0.065 0.024
H 1.74215 2.30445 -1.78993 0.006 -0.002 0.058 -0.028
```
Forces are in eV/Å.

The calculation puts the HOMO energy at -0.1354 Ha. The net charge is -1. For the energy relative to the best compared isomer or geometry (same formula, charge and spin), the calculation gives 20.1 kJ/mol. Its orbital gap is 5.875 eV.



Entry 3:
The following is a DFT calculation (ωB97M-V with the def2-TZVPD basis set) of C7H12Ag4Br6O3 as an isolated structure.

Structure (XYZ):
```
32
Properties=species:S:1:pos:R:3:forces:R:3:lowdin_charge:R:1
Ag -5.59249 17.16991 19.72866 -0.135 0.276 -0.907 0.677
Ag -7.64728 14.11476 19.94078 0.044 -0.424 -0.005 0.854
Ag -4.05974 14.69302 22.55730 0.197 -0.716 -0.505 0.699
Ag -2.10266 16.56425 19.95458 -0.023 -0.491 -0.133 0.835
C -4.91672 14.49820 19.77871 -1.607 3.459 2.222 -0.878
O -5.35251 13.76277 20.72875 0.479 -0.742 -0.599 -0.176
O -5.74986 14.99945 18.91395 0.207 -1.125 -0.337 -0.219
O -3.83280 15.21390 20.01480 0.646 -0.440 -0.139 -0.330
Br -6.33886 18.61333 17.40335 0.111 -0.227 0.608 0.695
C -5.98723 17.07189 16.23386 -0.122 -0.667 -0.398 -0.694
C -5.61898 17.54461 14.84919 0.448 -0.451 0.056 -0.677
Br -5.12483 15.94853 13.84503 -0.099 0.053 0.073 0.687
H -6.86961 16.43548 16.21600 -0.203 0.333 0.091 0.066
H -5.21037 16.47309 16.69885 0.197 0.265 0.022 0.027
H -4.71984 18.15075 14.86586 -0.147 0.248 -0.080 0.057
H -6.43333 18.00772 14.30701 -0.024 0.183 0.090 0.067
Br -8.81571 11.72827 22.89889 0.249 0.286 -0.221 0.648
C -7.14791 10.96831 22.22785 -0.030 -0.484 -0.017 -0.722
C -7.41646 10.25732 20.92799 -0.280 0.030 -0.374 -0.714
Br -5.73621 9.61061 20.20823 -0.002 0.017 0.023 0.675
H -6.80794 10.24381 22.96257 -0.028 0.125 0.140 0.063
H -6.40229 11.74899 22.11556 -0.125 0.148 0.014 0.015
H -7.86274 10.88900 20.16019 0.144 0.179 0.079 0.035
H -8.09458 9.41578 21.03939 0.168 -0.113 0.170 0.067
Br -2.22101 10.07820 19.36520 0.059 -0.004 0.007 0.710
C -2.53346 11.72720 20.31692 -0.254 0.122 0.144 -0.735
C -1.24147 12.09998 20.99613 -0.503 -0.101 -0.444 -0.599
Br -1.46154 13.71281 22.12532 -0.022 0.403 0.329 0.660
H -3.32649 11.56648 21.04464 -0.019 -0.177 -0.068 0.031
H -2.88063 12.45520 19.59096 0.152 0.104 -0.015 0.045
H -0.48029 12.41654 20.29451 0.214 -0.241 0.066 0.063
H -0.93665 11.30639 21.66812 0.306 0.171 0.106 0.068
```
Forces are in eV/Å.

The calculation puts the HOMO energy at -0.5413 Ha. The net charge is +2. For the energy relative to the best compared isomer or geometry (same formula, charge and spin), the calculation gives 0.0 kJ/mol. Its orbital gap is 6.289 eV.



Q: The highest energy relative to the best compared isomer or geometry (same formula, charge and spin) belongs to which entry?
A: C29H23N4O4Pb